Record 1
Entry from the Open Molecules 2025 dataset: a 2-piece molecular cluster, C4H9O2S overall at a distorted geometry (ωB97M-V/def2-TZVPD).

CARTESIAN COORDINATES (ANGSTROEM)
C (1.1841, 3.4298, -1.0900)
C (0.9377, -0.7825, -1.8195)
C (-0.2966, -0.2752, -0.9263)
C (-0.0248, -0.4182, 0.5210)
O (2.2270, 2.4865, 1.3067)
O (0.1269, 3.6482, 1.4158)
S (0.9982, 2.7683, 0.6040)
H (0.1564, 3.5980, -1.3025)
H (1.7326, 2.8757, -1.8253)
H (1.0746, -1.7610, -1.5544)
H (0.5838, -0.9567, -2.8477)
H (1.7967, -0.1461, -1.7272)
H (-1.2302, -0.9246, -1.0898)
H (-0.5100, 0.7413, -1.3588)
H (-0.7961, -0.7976, 1.2040)
H (0.9701, -0.3223, 0.9598)

Net charge ... -1
Lowest unoccupied orbital energy (alpha / beta) ... 3.4576 / 3.8187 eV
Largest force on an atom ... 3.29 eV/A
Electronic energy ... -19220.601 eV
Relative energy (zero: lowest compared OMol25 entry of this formula, charge and spin) ... 535.38 kJ/mol
HOMO (alpha / beta) ... -2.54 / -3.48 eV
Multiplicity ... 1

Record 2
Entry from the Open Molecules 2025 dataset: a 2-piece molecular cluster, C4H14N3 overall (ωB97M-V/def2-TZVPD).

CARTESIAN COORDINATES (ANGSTROEM)
C (-1.4954, 0.5402, -1.5688)
N (-0.8437, -2.6342, 0.1511)
C (-0.7537, -1.5498, -0.6000)
N (-1.7263, -0.7346, -0.8691)
H (-2.2420, 0.6537, -2.3528)
H (-0.5439, 0.4463, -2.0866)
H (-1.5331, 1.3706, -0.8728)
H (-1.6168, -2.7523, 0.7804)
H (0.0195, -3.1002, 0.3969)
H (0.1886, -1.3790, -1.1087)
H (-2.6374, -0.8871, -0.4542)
C (2.1063, 0.2586, 1.2114)
C (1.0745, 1.3678, 1.2256)
N (1.4548, 2.5028, 0.3836)
H (3.0738, 0.6131, 1.5578)
H (1.8518, -0.5654, 1.8792)
H (2.1987, -0.1704, 0.2105)
H (0.0970, 0.9288, 0.9450)
H (0.9089, 1.7014, 2.2517)
H (1.6754, 2.1557, -0.5424)
H (0.6311, 3.0778, 0.2306)

Net charge ... +1
Lowest unoccupied orbital energy ... -3.7312 eV
Largest force on an atom ... 0.89 eV/A
Electronic energy ... -8838.910 eV
Relative energy (zero: lowest compared OMol25 entry of this formula, charge and spin) ... 107.33 kJ/mol
HOMO ... -12.49 eV
Multiplicity ... 1

Record 3
Entry from the Open Molecules 2025 dataset: C2H3BrINO3 as an isolated structure at a distorted geometry (ωB97M-V/def2-TZVPD).

CARTESIAN COORDINATES (ANGSTROEM)
C (-1.1289, 0.2519, 0.9802)
C (0.3255, 0.6006, 0.8458)
N (1.0732, -0.2700, -2.1304)
O (0.5187, 0.1756, -3.1030)
O (1.8955, -1.1098, -1.9469)
O (-1.3929, -1.0378, 0.5000)
Br (0.9213, 2.2740, 1.2470)
I (1.5733, -1.0654, 1.0962)
H (-1.4293, 0.4094, 2.0515)
H (-1.7477, 0.9391, 0.4850)
H (-0.6088, -1.1678, -0.0255)

Lowest unoccupied orbital energy (alpha / beta) ... -0.1858 / -2.1749 eV
Largest force on an atom ... 1.88 eV/A
Electronic energy ... -87892.117 eV
Relative energy (zero: lowest compared OMol25 entry of this formula, charge and spin) ... 13.61 kJ/mol
HOMO (alpha / beta) ... -8.17 / -9.98 eV
Multiplicity ... 3

> Among the records above, which one has the lowest electronic energy?

C2H3BrINO3

> largest force on an atom of number 2 (C4H14N3)?

0.89 eV/A

> The highest largest force on an atom belongs to which entry?

C4H9O2S

> Among the records above, which one has the lowest largest force on an atom?

C4H14N3